No. 1
The following is a quantum chemistry calculation of a structure of composition C47H120CuN6O17, from OMol25.

* 2S+1: 2
* molar mass: 1105.05 u
* LUMO (alpha / beta): 0.016 / -0.046 Eh
* orbital gap (alpha / beta): 7.8 / 5.9 eV
* total energy: -5110.31444 Ha
* highest occupied orbital energy (alpha / beta): -7.308 / -7.175 eV

Geometry (Å):
H1 -1.850 -1.331 -1.630
H2 1.866 3.145 -5.699
H3 -2.261 -9.876 -0.994
H4 1.592 2.196 3.267
C1 11.255 1.847 0.383
H5 2.314 -0.884 3.473
O1 -0.356 2.904 3.646
H6 0.629 -0.286 -5.647
O2 2.095 4.540 7.805
H7 -3.839 -3.091 -1.106
H8 -1.912 1.472 3.993
H9 -0.401 -2.867 -3.657
H10 -3.181 -3.167 0.452
H11 0.904 0.925 -0.303
H12 -4.274 4.602 -0.273
H13 -0.714 -5.816 -0.265
C2 -2.117 -6.277 0.952
C3 2.160 -1.920 3.171
H14 2.027 4.506 -1.796
Cu1 -0.234 -3.785 1.591
H15 -5.608 -3.190 1.138
C4 -2.198 -4.523 -0.837
C5 -0.686 -0.621 -0.099
H16 -3.574 -2.775 2.544
C6 -0.261 -3.520 -4.519
C7 2.859 5.050 5.545
O3 -3.993 7.232 0.578
H17 3.444 -0.034 -3.135
H18 3.267 1.844 1.508
H19 1.222 3.880 5.508
C8 -5.165 7.360 -0.213
C9 -1.678 -9.068 -1.437
H20 1.460 3.347 -3.059
C10 -5.596 0.231 -3.256
C11 0.898 2.694 -10.256
N1 -2.238 4.752 0.058
H21 -1.083 0.222 -2.030
O4 -4.955 -0.608 2.743
H22 4.285 -0.102 0.675
H23 -4.773 5.878 1.989
H24 11.167 2.931 0.314
H25 2.288 5.965 5.383
N2 -1.376 -5.219 0.208
H26 3.272 -2.494 -1.151
O5 2.198 0.766 -4.650
H27 -1.459 -6.610 1.754
H28 2.032 4.527 -8.908
H29 -3.546 -4.439 2.631
C12 0.915 0.687 -5.246
H30 -4.749 1.882 0.500
H31 3.686 5.790 7.460
C13 -3.487 -3.814 -0.370
N3 0.940 3.039 -6.087
C14 -1.025 1.666 3.390
H32 12.040 1.682 1.121
H33 0.346 -2.808 5.019
H34 8.540 -0.205 2.593
H35 -4.599 -1.697 -3.347
H36 -1.199 1.578 2.317
H37 2.091 -0.960 -3.545
H38 -0.079 2.463 -9.833
C15 -1.404 -2.093 3.943
H39 -0.103 3.675 -7.744
O6 -0.821 -1.871 0.592
N4 2.054 3.960 4.941
H40 -1.648 -3.728 -1.341
C16 1.644 4.249 3.537
H41 -2.218 -8.754 -2.330
H42 -2.395 -3.542 -4.991
H43 -1.560 -1.279 3.235
H44 3.767 3.508 1.106
O7 -6.881 -0.197 -2.896
H45 -5.334 -0.719 0.841
C17 -3.575 4.729 0.554
H46 0.807 3.049 1.899
H47 7.806 1.055 0.582
H48 -1.634 -4.018 4.176
H49 0.279 4.125 -0.178
H50 -5.032 -4.846 6.410
N5 7.587 0.076 0.702
H51 0.153 -2.801 -5.225
C18 -3.902 6.023 1.351
H52 -5.223 6.692 -1.072
H53 -0.734 -9.530 -1.724
H54 -2.486 -5.178 -1.658
H55 0.792 0.221 1.267
H56 -0.285 0.917 3.674
H57 4.055 -4.097 -1.233
H58 -1.814 -4.998 -4.308
H59 0.941 -3.761 -1.101
H60 -1.992 -1.801 4.814
H61 1.583 -0.679 -0.001
C19 2.397 0.078 -3.418
H62 5.341 0.115 -0.661
C20 -3.982 -4.612 6.582
O8 -1.171 -4.703 -6.249
H63 1.123 5.194 3.382
H64 -4.917 -3.840 4.361
C21 8.620 -0.499 1.546
O9 1.916 2.570 -9.281
C22 1.902 -4.122 -0.735
H65 0.100 2.718 -1.140
H66 3.116 -3.497 -2.559
H67 -5.468 0.222 -4.339
C23 1.976 3.603 -8.333
H68 8.553 -1.586 1.506
H69 -7.119 -0.901 -3.504
H70 2.935 3.536 -7.818
C24 -0.321 3.712 -0.989
C25 -2.534 -7.458 0.044
O10 -1.379 -7.996 -0.543
H71 0.177 0.969 -4.495
H72 1.868 0.542 -2.586
H73 -3.053 -5.962 1.413
C26 3.201 4.916 7.027
H74 1.445 5.107 -3.366
O11 9.990 1.268 0.649
C27 1.324 4.331 -2.610
H75 -6.650 -4.459 0.322
C28 -1.522 -4.195 -4.985
H76 -6.041 -3.165 -0.531
O12 -4.615 -4.648 -0.043
H77 1.195 2.022 -11.061
C29 -4.740 -0.071 1.485
H78 -3.856 -2.544 4.992
H79 -1.357 0.157 0.265
H80 -4.545 -0.936 -1.721
H81 -3.523 -0.375 -3.080
C30 -3.886 -3.537 4.544
H82 -2.481 3.291 -1.319
C31 5.139 0.488 0.343
H83 0.961 3.720 -10.621
H84 -0.105 1.354 -7.005
H85 -6.020 7.272 0.457
H86 1.866 -5.117 -1.178
H87 -3.059 -8.177 0.673
H88 2.640 -2.137 2.216
H89 10.703 -0.351 1.919
C32 4.119 2.503 1.342
H90 0.108 5.026 8.364
H91 -2.176 5.604 -0.480
H92 2.607 -2.513 3.968
C33 -5.754 -3.840 0.275
N6 -1.706 -3.416 3.369
C34 0.813 1.605 -6.474
C35 0.932 3.015 2.981
C36 -1.764 3.525 -0.532
H93 -6.062 1.545 1.659
H94 2.548 4.290 2.929
C37 -0.929 -0.751 -1.563
O13 4.872 1.928 0.257
H95 -1.682 2.773 0.252
H96 -3.593 -5.396 7.232
H97 -5.348 1.233 -2.906
H98 0.506 -4.248 -4.253
H99 0.882 4.846 -6.886
C38 10.017 -0.075 1.118
H100 0.373 -1.078 4.671
C39 0.095 -2.054 4.272
H101 0.570 5.716 6.884
H102 11.570 1.630 -0.637
O14 1.854 -4.191 0.620
H103 -3.227 -7.113 -0.724
C40 0.736 -0.024 0.206
C41 0.882 3.841 -7.309
H104 -3.647 3.919 1.280
H105 10.365 -0.629 0.246
C42 -3.165 -3.570 3.168
O15 -0.057 4.486 -2.183
C43 -5.002 1.402 1.446
C44 0.962 5.497 7.877
H106 -3.699 -0.281 1.239
H107 -5.188 8.390 -0.568
O16 -3.250 -4.506 5.377
H108 6.228 0.668 2.213
H109 -4.308 -0.195 3.319
C45 6.284 0.102 1.283
H110 -0.047 -1.298 -1.895
H111 -4.355 1.882 2.180
C46 3.155 -3.529 -1.470
H112 3.948 4.151 7.241
H113 -3.920 -3.666 7.119
O17 0.835 -2.329 3.102
C47 -4.502 -0.761 -2.796
H114 1.180 6.455 8.349
H115 1.555 1.288 -7.208
H116 3.776 5.155 4.964
H117 4.657 2.617 2.283
H118 6.070 -0.918 1.603
H119 -1.954 -5.143 -6.586
H120 -3.061 6.136 2.036

These are the Löwdin partial charges, in e, on atoms 1 to 2:
1 H 0.052
2 H 0.093

No. 2
The following is a quantum chemistry calculation of a structure of composition C47H123CrF6N7O17, from OMol25.

* 2S+1: 4
* molar mass: 1224.52 u
* LUMO (alpha / beta): -0.173 / -0.121 Eh
* orbital gap (alpha / beta): 6.0 / 7.4 eV
* total charge: +1
* total energy: -5170.21550 Ha
* highest occupied orbital energy (alpha / beta): -10.715 / -10.715 eV

Geometry (Å):
H1 -0.027 4.007 1.770
O1 -1.824 -0.113 -5.491
H2 -0.064 6.343 5.293
H3 0.034 -3.400 5.105
H4 -1.889 4.900 5.701
H5 -3.343 -3.725 -5.963
H6 1.451 0.151 -3.920
H7 -6.376 0.784 1.125
H8 1.768 2.288 3.341
H9 0.680 -3.390 -0.639
O2 -4.513 -2.090 5.680
N1 6.932 3.989 -5.581
H10 0.214 7.577 -0.649
H11 -0.808 2.646 2.641
O3 4.848 -1.598 -0.153
H12 -2.700 -0.583 3.301
H13 -0.996 5.497 -0.227
H14 -3.561 3.243 -1.454
H15 1.995 0.613 3.881
H16 4.952 1.673 -1.044
H17 -3.615 -2.072 3.258
C1 0.388 -5.299 2.839
H18 0.275 -3.202 2.583
H19 0.962 4.963 3.825
C2 -2.526 3.581 -1.451
N2 -0.009 7.582 -1.641
C3 -0.857 3.720 2.424
O4 -1.016 4.507 3.573
H20 -3.642 2.354 0.878
H21 4.189 0.998 0.382
C4 0.669 -7.084 -1.270
H22 1.158 5.495 7.564
C5 5.004 0.853 -0.326
H23 2.485 1.938 4.954
H24 5.512 3.005 3.099
C6 0.974 -2.379 -2.486
H25 1.115 -7.830 -0.617
C7 -3.972 -4.619 -5.996
H26 4.244 -3.740 3.371
H27 -4.703 0.496 -2.151
H28 0.552 0.038 1.631
H29 3.221 -3.189 -2.028
F1 1.215 -6.321 3.084
C8 0.876 1.082 -0.135
C9 5.102 3.423 -4.036
H30 -1.179 6.501 -3.929
H31 -3.433 -0.277 5.733
H32 -5.524 1.741 -0.155
H33 -1.649 8.123 -3.587
C10 -1.785 7.095 -3.239
O5 -4.335 0.424 0.935
C11 -1.282 -1.199 0.444
H34 4.375 3.805 -4.762
H35 -0.033 -4.920 -2.406
O6 2.143 -0.850 0.778
C12 -3.078 -1.396 3.925
O7 1.715 -3.546 3.941
H36 -0.079 -2.457 -2.758
C13 1.321 -3.514 -1.512
H37 2.170 -3.292 6.474
H38 -3.022 -2.408 0.093
H39 -7.632 -0.757 -1.844
N3 -7.304 0.004 -1.264
O8 4.179 -1.861 2.531
O9 3.747 4.082 3.125
H40 -6.100 -5.868 2.566
H41 -4.633 -5.263 1.178
H42 -8.081 0.172 -0.633
C14 -3.757 1.522 1.583
C15 3.417 2.682 -2.582
O10 -4.609 -4.894 -3.219
H43 -1.844 -0.312 0.135
F2 -0.253 1.756 0.178
O11 -2.590 5.001 -1.484
H44 0.426 3.452 4.677
C16 0.013 5.304 5.627
H45 -6.318 -3.729 -3.571
H46 -3.525 -5.705 3.262
H47 -5.905 -5.248 -5.446
N4 2.770 -3.424 -1.144
C17 -1.978 -2.374 -0.224
O12 2.005 -3.758 1.728
C18 -6.038 -0.276 -0.622
C19 -4.863 -4.534 1.966
H48 -3.614 -5.175 -1.468
H49 4.324 -2.392 4.540
O13 -6.112 -4.907 2.543
H50 5.554 0.539 3.626
H51 5.769 -1.649 0.139
C20 -1.998 0.743 -4.365
H52 -2.125 7.540 -1.262
H53 -4.075 -4.825 -7.064
H54 5.903 1.002 0.281
F3 -0.290 -5.617 1.734
C21 0.931 -0.266 0.643
H55 4.189 -0.957 2.951
C22 4.638 -2.745 3.556
H56 -5.388 -1.125 -2.489
N5 -1.180 4.948 6.441
H57 5.985 2.110 -5.349
H58 -4.776 -0.358 4.576
H59 2.615 3.224 -3.094
O14 4.040 -0.392 -4.108
H60 -4.224 1.948 2.478
H61 2.453 -1.694 5.757
C23 3.091 -0.482 -5.156
C24 0.891 -2.781 4.813
H62 -5.830 -3.456 -7.173
H63 -3.027 1.108 -4.364
H64 -3.766 -2.565 6.058
H65 -4.096 -0.941 -1.315
C25 -3.756 -4.672 2.991
H66 0.379 -1.919 4.369
H67 4.221 0.539 -3.876
H68 6.304 4.131 -6.371
O15 0.086 -1.256 0.090
H69 -6.131 -1.248 -0.114
C26 -1.284 5.558 -1.281
H70 -0.568 4.992 -1.885
C27 -4.456 -4.593 -1.848
Cr1 3.239 -2.581 0.719
F4 -0.476 -5.261 3.866
H71 -2.666 -0.386 -5.861
C28 -4.992 -0.463 -1.717
N6 -5.991 -3.254 -6.190
H72 -1.686 0.700 -2.256
C29 3.801 1.687 3.294
H73 1.162 0.313 -5.673
H74 2.036 5.711 6.074
H75 -1.061 3.963 6.681
H76 -1.548 -3.316 0.128
H77 1.131 -1.925 6.849
H78 8.294 1.976 -4.381
H79 1.561 -2.322 -3.405
O16 4.447 2.288 -3.452
H80 -1.990 3.149 -2.300
H81 1.532 4.087 6.609
H82 -4.870 -3.553 1.491
C30 0.141 4.461 4.358
H83 -5.335 -4.931 -1.292
F5 1.896 1.877 0.260
N7 4.557 0.551 3.837
H84 1.694 -5.110 -2.898
H85 -2.064 3.247 -0.520
H86 5.259 5.444 2.882
C31 -5.290 -3.905 -3.931
H87 5.610 -0.615 -1.836
H88 -1.339 1.613 -4.416
H89 3.513 -0.128 -6.102
H90 -0.664 -0.420 -3.004
H91 -2.825 -4.287 2.555
H92 4.704 3.159 4.657
C32 1.228 5.136 6.541
H93 4.429 5.534 4.474
H94 -1.401 -1.272 1.531
H95 3.766 1.620 2.208
H96 4.553 0.703 4.846
H97 6.921 1.335 -3.510
H98 -2.413 -0.777 -2.882
H99 7.749 3.620 -6.059
H100 5.290 4.231 -3.322
C33 1.897 0.435 -4.873
H101 -0.414 -7.091 -1.121
C34 1.684 -2.414 6.049
H102 3.005 1.806 -2.087
H103 -1.949 -2.288 -1.310
H104 3.602 6.083 3.003
H105 -2.742 1.238 1.873
C35 -5.572 0.786 0.377
H106 3.909 -0.420 -1.566
H107 -4.875 -2.892 -3.814
C36 6.355 2.959 -4.747
C37 -5.351 -4.302 -5.398
H108 2.709 -1.499 -5.231
H109 -1.712 3.758 1.744
H110 -3.501 -5.477 -5.525
C38 -1.335 6.989 -1.792
H111 3.758 3.336 -1.770
H112 -6.997 -3.401 -6.133
O17 1.226 -5.809 -1.015
H113 2.201 1.480 -4.905
C39 4.302 5.352 3.403
H114 -2.838 6.844 -3.350
H115 5.729 -2.679 3.645
H116 -2.252 -2.037 4.256
H117 -3.882 -4.137 3.931
C40 -3.977 -0.932 5.045
C41 7.397 2.262 -3.841
C42 -1.670 -0.009 -3.095
C43 2.410 1.620 3.912
H118 2.990 -4.423 -1.025
C44 1.006 -4.903 -2.064
C45 4.869 -0.467 -1.047
H119 -0.038 8.560 -1.906
C46 1.087 -3.929 2.722
F6 0.886 0.935 -1.460
C47 4.523 3.009 3.581
H120 -4.246 -3.538 -1.657
H121 0.830 -7.419 -2.299
H122 1.087 -1.422 -1.975
H123 7.485 2.865 -2.935

These are the Löwdin partial charges, in e, on atoms 1 to 2:
1 H 0.088
2 O -0.077

- Look up the 2S+1 of the second one.
  4

- Which formula does entry 2 have?
  C47H123CrF6N7O17

- The lowest molar mass belongs to which entry?
  C47H120CuN6O17

- What is the molar mass in the second record?
  1224.52 u